{
  "formula": "C20H52IN25O13S",
  "method": "wB97M-V/def2-TZVPD",
  "spin_multiplicity": 1,
  "max_force_ev_per_a": 8.4,
  "orbital_gap_ev": 6.459,
  "total_charge": 0,
  "species": ["C", "C", "I", "C", "C", "C", "C", "N", "C", "S", "N", "N", "C", "C", "O", "O", "H", "H", "H", "H", "H", "H", "H", "H", "C", "O", "N", "N", "H", "H", "H", "H", "C", "O", "N", "N", "H", "H", "H", "H", "C", "O", "N", "N", "H", "H", "H", "H", "C", "O", "N", "N", "H", "H", "H", "H", "C", "O", "N", "N", "H", "H", "H", "H", "C", "O", "N", "N", "H", "H", "H", "H", "C", "O", "N", "N", "H", "H", "H", "H", "C", "O", "N", "N", "H", "H", "H", "H", "C", "O", "N", "N", "H", "H", "H", "H", "C", "O", "N", "N", "H", "H", "H", "H", "C", "O", "N", "N", "H", "H", "H", "H"],
  "coordinates": [[-3.57778, 0.32235, 2.18533], [-3.54916, 1.81324, 2.88567], [-5.66917, 2.51073, 2.84857], [-2.71163, 2.92721, 2.02175], [-1.08633, 2.77391, 2.06638], [-0.28494, 1.36251, 1.99754], [1.29887, 1.49369, 2.08386], [2.06877, 0.15219, 2.07024], [1.69461, -0.58473, 0.95034], [1.00108, -1.87830, 0.02650], [2.17670, 2.65513, 2.17345], [1.41982, 3.76998, 2.22925], [-0.02638, 3.97016, 2.21483], [-0.63107, 5.50780, 2.35601], [-0.99032, 6.26294, 1.30760], [-0.81865, 6.06173, 3.73180], [-4.67074, -0.12677, 2.16979], [-2.81702, -0.36686, 2.74705], [-3.18807, 0.44799, 1.08272], [-3.25262, 1.81384, 4.02007], [-3.02484, 4.00204, 2.43498], [-3.08471, 2.89510, 0.90088], [-0.80154, 0.31804, 1.89470], [2.00475, 4.65977, 2.29898], [1.93682, -5.58732, -0.61658], [0.97487, -5.10488, -0.04123], [2.15077, -5.43879, -1.93736], [2.87791, -6.31522, 0.01314], [2.94168, -5.83431, -2.41605], [1.47389, -4.90031, -2.46006], [2.76656, -6.45835, 1.00733], [3.67229, -6.71487, -0.45645], [1.76639, -8.01775, -4.85457], [2.32689, -6.93506, -4.90711], [2.24942, -9.12263, -5.45308], [0.61035, -8.21303, -4.19315], [1.79140, -10.01690, -5.41280], [3.11643, -9.03272, -5.96451], [0.20264, -7.41575, -3.72474], [0.14462, -9.10311, -4.14697], [-0.97263, -11.20847, -6.25518], [0.19393, -11.03701, -5.94073], [-1.81580, -10.19392, -6.52364], [-1.53035, -12.42875, -6.36423], [-2.77773, -10.32995, -6.78307], [-1.44881, -9.25467, -6.45680], [-0.94141, -13.22753, -6.17342], [-2.49103, -12.57525, -6.62293], [-5.18323, 6.72297, 3.73949], [-5.05140, 6.00221, 2.76366], [-6.36178, 7.26916, 4.09305], [-4.16313, 7.04241, 4.55765], [-6.47558, 7.86365, 4.89601], [-7.16270, 7.06199, 3.51257], [-3.25416, 6.65892, 4.33852], [-4.26664, 7.63589, 5.36286], [-0.04054, 8.79834, -1.57262], [1.06666, 9.15381, -1.20266], [-0.72439, 7.79974, -0.98317], [-0.68621, 9.36988, -2.60630], [-1.63680, 7.50309, -1.28424], [-0.28559, 7.33486, -0.20042], [-0.21774, 10.12608, -3.08587], [-1.59851, 9.08056, -2.91499], [5.91804, -7.57662, -5.80341], [5.26356, -8.31660, -5.08702], [7.20854, -7.80665, -6.11004], [5.41365, -6.45804, -6.35694], [7.75208, -7.20005, -6.69972], [7.63830, -8.63425, -5.72052], [4.44754, -6.23681, -6.15945], [5.94883, -5.84508, -6.94782], [4.13737, 7.20580, -1.20482], [3.48288, 6.46582, -0.48843], [5.42786, 6.97577, -1.51145], [3.63297, 8.32438, -1.75835], [5.97140, 7.58237, -2.10113], [5.85763, 6.14816, -1.12193], [2.66686, 8.54561, -1.56086], [4.16815, 8.93734, -2.34923], [-2.58617, 6.67491, -4.26406], [-2.47421, 7.83164, -3.89183], [-3.50014, 6.28237, -5.17119], [-1.80686, 5.67842, -3.80393], [-3.59643, 5.33063, -5.48108], [-4.11267, 6.99117, -5.55034], [-1.10254, 5.91749, -3.11977], [-1.89523, 4.72377, -4.10745], [-2.89452, 8.05336, 7.85352], [-3.67791, 8.32470, 6.95808], [-2.90665, 6.87576, 8.50576], [-1.94181, 8.90503, 8.27666], [-2.26345, 6.64742, 9.24418], [-3.60279, 6.19785, 8.22794], [-1.88757, 9.80528, 7.82069], [-1.29403, 8.68617, 9.01407], [-1.57067, -0.82662, 5.37430], [-2.35406, -0.55528, 4.47886], [-1.58280, -2.00422, 6.02654], [-0.61796, 0.02505, 5.79744], [-0.93960, -2.23256, 6.76496], [-2.27894, -2.68212, 5.74872], [-0.56372, 0.92530, 5.34147], [0.02982, -0.19381, 6.53485], [2.77664, -9.65559, 1.53154], [2.88861, -8.49885, 1.90377], [1.86267, -10.04812, 0.62441], [3.55595, -10.65208, 1.99166], [1.76639, -10.99987, 0.31451], [1.25014, -9.33932, 0.24525], [4.26027, -10.41300, 2.67582], [3.46758, -11.60673, 1.68814]],
  "atomic_forces_ev_per_a": [[0.64, 0.34, -0.37], [0.45, -0.50, -0.44], [1.03, -0.13, 0.12], [-0.17, 0.98, 0.27], [4.43, -2.25, 0.23], [0.94, 4.82, 0.47], [0.05, -0.13, -0.35], [-3.30, -1.00, -6.68], [-0.87, -0.80, 3.84], [2.72, 4.53, 2.98], [-5.48, -3.29, -0.19], [-3.00, 1.41, 0.07], [-0.48, -1.25, -0.24], [-2.42, 6.47, 2.27], [2.31, -5.30, 4.66], [1.50, -4.40, -6.98], [2.50, 0.90, 0.11], [-1.91, 1.34, -1.35], [-1.02, -0.19, 1.90], [-0.52, -0.13, -2.41], [0.96, -2.18, -0.93], [0.98, -0.02, 2.22], [1.19, 2.22, 0.30], [-1.17, -1.42, -0.18], [0.31, -0.06, 0.04], [-0.58, 0.38, 0.25], [-0.29, 0.47, -1.13], [0.38, -0.19, 0.81], [-0.21, -0.01, -0.15], [0.33, -0.26, 0.08], [0.09, -0.27, -0.31], [-0.16, 0.01, 0.12], [0.77, -0.61, -0.52], [0.13, 0.93, 0.01], [0.71, -0.27, -0.52], [-1.45, 0.41, 0.90], [-0.15, 0.15, -0.15], [-0.08, 0.03, 0.42], [0.17, -0.30, -0.09], [0.16, 0.03, -0.09], [0.09, 0.03, -0.02], [0.16, -0.13, 0.24], [-0.35, 1.19, -0.08], [-0.03, -1.29, 0.05], [0.17, 0.06, 0.04], [-0.13, -0.24, -0.06], [-0.24, 0.25, -0.08], [0.19, -0.01, 0.04], [1.18, -0.18, 0.04], [-0.22, -0.38, -0.51], [-1.78, 0.39, -0.02], [0.46, -0.26, 0.00], [0.08, -0.10, -0.14], [0.31, 0.11, 0.24], [0.02, 0.18, -0.05], [0.19, -0.06, 0.03], [-0.96, -0.21, -0.34], [0.85, 0.38, 0.28], [0.34, -0.66, 0.32], [0.28, 1.26, -0.59], [0.04, 0.18, 0.13], [-0.36, 0.00, 0.01], [-0.15, -0.27, 0.25], [0.21, -0.16, -0.07], [-0.51, -0.14, 0.32], [0.05, -0.26, 0.01], [1.41, -0.67, -0.07], [-0.80, 0.94, -0.37], [-0.07, -0.13, 0.12], [-0.13, 0.32, -0.16], [0.07, -0.09, 0.07], [-0.10, -0.12, 0.12], [-0.76, 0.54, -0.06], [-0.03, -0.49, 0.30], [1.68, -0.87, -0.04], [-0.12, 0.31, -0.29], [-0.11, -0.13, 0.13], [-0.12, 0.33, -0.17], [-0.35, 0.27, 0.10], [-0.05, -0.16, 0.14], [0.12, 0.02, 0.14], [-0.50, 0.01, -0.14], [-1.00, 0.17, -0.91], [0.84, -0.47, 0.64], [0.00, 0.19, 0.05], [0.19, -0.29, 0.12], [-0.10, -0.09, -0.12], [0.03, 0.18, 0.09], [-0.12, 0.04, -0.24], [-0.17, 0.32, 0.20], [-0.45, -1.20, 0.36], [0.63, 1.12, 0.08], [-0.12, 0.01, -0.17], [0.28, 0.19, 0.08], [0.04, -0.32, 0.14], [-0.10, 0.06, -0.18], [0.01, -0.10, 0.06], [0.14, -0.06, 0.47], [-0.42, -1.13, 0.28], [0.67, 1.08, 0.01], [-0.13, 0.00, -0.14], [0.26, 0.20, 0.12], [0.03, -0.25, 0.20], [-0.09, 0.08, -0.15], [-0.04, 0.54, 0.10], [0.10, 0.04, 0.21], [-1.02, 0.07, -0.85], [1.01, -0.69, 0.74], [0.00, 0.20, 0.02], [0.21, -0.22, 0.09], [-0.25, -0.12, -0.25], [0.05, 0.18, 0.07]],
  "mulliken_charge": [-0.736, -0.355, 0.015, -0.386, 0.395, 0.073, 0.433, -0.427, 0.216, -0.026, -0.924, 0.438, 0.304, -0.067, -0.588, -0.645, 0.451, 0.088, 0.230, 0.412, 0.270, 0.299, 0.072, 0.340, 0.669, -0.694, -0.268, -0.318, 0.111, 0.176, 0.208, 0.135, 0.566, -0.655, -0.195, -0.371, 0.222, 0.156, 0.211, 0.155, 0.606, -0.684, -0.368, -0.425, 0.166, 0.245, 0.222, 0.157, 0.553, -0.623, -0.378, -0.135, 0.147, 0.221, 0.108, 0.263, 0.621, -0.859, -0.194, -0.294, 0.190, 0.185, 0.191, 0.300, 0.606, -0.631, -0.426, -0.323, 0.144, 0.223, 0.244, 0.162, 0.576, -0.666, -0.394, -0.315, 0.149, 0.231, 0.339, 0.151, 0.614, -0.716, -0.433, -0.333, 0.150, 0.222, 0.223, 0.168, 0.680, -0.764, -0.385, -0.409, 0.159, 0.221, 0.221, 0.156, 0.648, -0.631, -0.464, -0.343, 0.143, 0.225, 0.202, 0.176, 0.653, -0.642, -0.369, -0.408, 0.160, 0.217, 0.224, 0.156]
}